[1]
A molecular structure, C49H38BiBrF10N5O5P2Si in a non-equilibrium geometry. Source: the Open Molecules 2025 dataset; level of theory: ωB97M-V/def2-TZVPD.

Properties
E_HOMO (alpha / beta) = -7.84 / -7.84 eV
HOMO-LUMO gap (alpha / beta) = 6.686 / 2.862 eV
ΔE to the lowest compared entry with this formula, charge and spin = 123.11 kJ/mol
lowest unoccupied orbital energy (alpha / beta) = -1.16 / -4.97 eV

Geometry as ORCA input:
```
! wB97M-V def2-TZVPD RIJCOSX def2/J DEFGRID3
* xyz 0 2
Bi -0.46813 -1.35506 0.49903
C -0.55162 -2.80491 5.28552
C -0.79909 -2.17899 4.05810
N 0.16405 -1.65504 3.30772
C 1.41826 -1.60322 3.82704
C 1.71385 -2.07317 5.11769
C 0.67473 -2.68250 5.88184
C 3.06695 -1.83636 5.64084
C 4.03484 -1.18427 4.96316
C 3.73552 -0.74420 3.59190
C 4.72771 -0.13348 2.76477
C 4.41333 0.15344 1.44343
C 3.08404 -0.16077 0.99604
N 2.15436 -0.71004 1.77616
C 2.47369 -1.01217 3.01986
H -1.42345 -3.00910 5.84611
H -1.80414 -2.04296 3.71095
H 0.81715 -2.96120 6.92306
H 3.32219 -2.15883 6.66852
H 4.97649 -1.01949 5.46329
H 5.71792 0.02523 3.09311
H 4.96937 0.74450 0.72861
H 2.75943 0.10805 0.00031
O 1.17964 -6.39890 -3.13136
C 0.87537 -5.52426 -2.44037
C 1.31273 -5.18704 -1.04623
O 2.16019 -5.76025 -0.46042
C 0.59274 -3.97198 -0.67091
C -0.21694 -3.51037 -1.68956
O -0.99999 -2.44938 -1.54622
C -0.11067 -4.35371 -2.88164
O -0.73981 -4.20782 -3.89286
O 0.67395 -3.31416 0.46898
F 4.09845 -0.39501 -7.30644
C 3.58765 0.00625 -6.14224
C 3.33029 1.33824 -5.95295
F 3.56210 2.26846 -6.85474
C 2.66729 1.74447 -4.81366
F 2.56006 3.06591 -4.70799
C 2.23778 0.86872 -3.87461
P 1.41313 1.62042 -2.37783
C 2.81238 2.48706 -1.55166
C 2.53503 3.29490 -0.42637
C 3.59809 3.87996 0.28165
C 4.88897 3.71349 -0.14855
C 5.17916 2.98055 -1.33918
C 4.14581 2.33895 -1.99822
C 0.31243 2.76033 -3.15658
C 0.26065 4.15299 -2.96420
C -0.59904 5.01504 -3.62081
C -1.52888 4.45139 -4.46317
C -1.62041 3.04668 -4.62262
C -0.73061 2.20184 -3.98498
C 2.57437 -0.52374 -4.05237
Br 2.21330 -1.75702 -2.67294
C 3.19124 -0.95577 -5.21385
F 3.33328 -2.26982 -5.49964
H 1.52880 3.53757 -0.07556
H 3.38002 4.42260 1.17667
H 5.70150 4.17507 0.35336
H 6.17105 2.90546 -1.72029
H 4.35833 1.77702 -2.82973
H 0.99791 4.63502 -2.30707
H -0.54081 6.11985 -3.51232
H -2.16880 5.06467 -5.09899
H -2.37121 2.59696 -5.30163
H -0.75024 1.11166 -4.21382
N -3.14622 -0.67784 -2.16439
C -2.77484 0.50193 -1.58260
C -3.44408 1.71206 -1.76642
C -3.02265 2.83014 -1.16179
C -1.92822 2.85299 -0.30645
C -1.27278 1.66088 -0.16007
N -1.65186 0.50607 -0.81665
H -4.07074 -1.02774 -2.17802
H -2.46498 -1.42126 -1.95186
H -4.24126 1.82337 -2.50067
H -3.62545 3.66849 -1.36349
H -1.63095 3.78939 0.10677
H -0.38927 1.59449 0.54698
F 0.05859 3.20861 2.46652
P -0.06910 4.83746 2.68566
F 1.46411 4.88225 3.20800
F 0.50869 5.01323 1.14167
F -0.07749 6.48766 2.83382
F -0.70577 4.63052 4.12528
F -1.54046 4.84880 2.02100
C -4.31524 -3.93216 2.73427
Si -2.96788 -3.80234 1.37296
C -3.65160 -4.28744 -0.28491
C -1.58906 -4.95576 1.78094
N -2.37726 -2.18079 1.38261
C -3.15725 -1.13091 1.65853
C -2.77487 0.06119 2.28911
C -3.64210 1.16649 2.50129
C -4.99126 1.04010 2.09377
C -5.43894 -0.12727 1.54768
C -4.51927 -1.15478 1.24410
H -5.35354 -3.94258 2.42800
H -4.22681 -3.33684 3.65672
H -4.10873 -4.94526 3.09951
H -3.98866 -5.34204 -0.40250
H -2.78902 -4.23411 -0.96335
H -4.40413 -3.59982 -0.65712
H -0.86610 -4.91899 0.97081
H -1.96562 -5.99490 1.68737
H -1.02271 -4.77399 2.69241
H -1.74025 0.10179 2.65825
H -3.34245 2.15913 2.93516
H -5.57360 1.91842 2.11670
H -6.49452 -0.22083 1.26982
H -4.90811 -1.99554 0.68144
*
```

Atomic partial charges in e from the Mulliken method, atoms 1 to 5:
1. Bi 3.108
2. C -1.241
3. C -0.140
4. N 0.408
5. C 0.086

=====

[2]
A molecular structure, C49H38CsN8 in a non-equilibrium geometry. Source: the Open Molecules 2025 dataset; level of theory: ωB97M-V/def2-TZVPD.

Properties
E_HOMO = -3.30 eV
HOMO-LUMO gap = 5.132 eV
ΔE to the lowest compared entry with this formula, charge and spin = 222.24 kJ/mol
lowest unoccupied orbital energy = 1.83 eV

Geometry as ORCA input:
```
! wB97M-V def2-TZVPD RIJCOSX def2/J DEFGRID3
* xyz -1 1
Cs 0.42423 0.07209 -1.04090
C -5.16371 -2.33263 4.18486
C -4.57880 -1.12981 4.55641
C -3.58457 -0.56392 3.77119
C -3.16310 -1.18719 2.59842
C -3.75472 -2.39538 2.24064
C -4.74663 -2.96805 3.02468
C -2.10751 -0.56143 1.74717
C -2.53556 0.38812 0.80449
C -3.91946 0.80330 0.61398
C -3.90561 1.73485 -0.36933
C -2.51203 1.88531 -0.77249
N -1.73449 1.04402 -0.06014
C -2.06265 2.81328 -1.72842
C -0.73184 3.11576 -2.07038
C -0.32832 4.12333 -3.04601
C 1.02588 4.12543 -3.05473
C 1.44393 3.12210 -2.08264
C 2.77519 2.82943 -1.74108
C 3.83116 3.62078 -2.44045
C 4.31769 4.78675 -1.85140
C 5.29015 5.54711 -2.48387
C 5.79164 5.14826 -3.71525
C 5.31741 3.98689 -4.30704
C 4.34255 3.22786 -3.67311
C 3.20708 1.92483 -0.75572
N 2.39828 1.17949 0.02129
C 3.17956 0.41639 0.80966
C 2.72591 -0.54046 1.73382
C 3.78117 -1.25675 2.51211
C 4.39382 -2.39534 1.99427
C 5.39440 -3.04134 2.70701
C 5.79128 -2.55768 3.94569
C 5.17743 -1.43107 4.47451
C 4.17629 -0.78602 3.76142
C 1.39539 -0.89026 2.00951
C 1.00019 -1.94146 2.93963
C -0.35383 -1.95794 2.94250
C -0.77444 -0.91926 2.00934
N 0.30201 -0.31742 1.47021
C 4.58445 0.69960 0.53489
C 4.60142 1.63773 -0.44103
N 0.35997 2.53900 -1.53491
C -3.11407 3.64589 -2.38844
C -3.79154 3.19361 -3.51657
C -4.76306 3.98071 -4.12046
C -5.06901 5.22994 -3.60090
C -4.40046 5.68919 -2.47435
C -3.42927 4.90195 -1.87343
H -5.94302 -2.77252 4.79551
H -4.90047 -0.63280 5.46375
H -3.12391 0.37302 4.05877
H -3.42954 -2.88178 1.32999
H -5.19772 -3.90769 2.72713
H -4.77488 0.44391 1.16687
H -4.74421 2.28259 -0.77213
H -0.98872 4.74071 -3.63656
H 1.67707 4.74646 -3.65195
H 3.91830 5.08442 -0.88978
H 5.65753 6.45367 -2.01782
H 6.54967 5.74106 -4.21293
H 5.70992 3.67133 -5.26654
H 3.96958 2.32017 -4.13148
H 4.06055 -2.76996 1.03465
H 5.86592 -3.92608 2.29571
H 6.57660 -3.05848 4.49965
H 5.48175 -1.05365 5.44352
H 3.69262 0.09461 4.16624
H 1.67016 -2.57363 3.50253
H -1.00738 -2.59270 3.52319
H 5.43313 0.24591 1.02416
H 5.46164 2.09404 -0.90716
H -3.54791 2.21684 -3.91622
H -5.28252 3.61972 -5.00039
H -5.82680 5.84371 -4.07293
H -4.63833 6.66376 -2.06475
H -2.90025 5.24734 -0.99386
C -1.99104 -5.79427 1.23585
C -2.18372 -5.86055 -0.27775
C -3.16853 -4.79656 -0.75853
C -0.83837 -5.76469 -1.00141
N -0.07264 -4.58429 -0.65835
C -0.22509 -3.29860 -1.02704
N 0.81293 -2.62153 -0.61256
N 1.59899 -3.50638 0.02891
N 1.09374 -4.68173 0.00453
H -2.94075 -5.95182 1.74910
H -1.60480 -4.81729 1.53521
H -1.28498 -6.55491 1.57401
H -2.58437 -6.84415 -0.54353
H -2.85529 -3.80185 -0.43819
H -4.15801 -4.98146 -0.33861
H -3.25627 -4.79767 -1.84751
H -0.98977 -5.77548 -2.08285
H -0.20895 -6.61023 -0.72786
H -1.06571 -2.91014 -1.57524
*
```

Atomic partial charges in e from the Mulliken method, atoms 1 to 5:
1. Cs 2.003
2. C -0.389
3. C -0.781
4. C -0.020
5. C -0.924

=====

[3]
4 unconnected molecules or ions with the total composition C49H38FNO8S in a non-equilibrium geometry. Source: the Open Molecules 2025 dataset; level of theory: ωB97M-V/def2-TZVPD.

Properties
E_HOMO = -9.05 eV
HOMO-LUMO gap = 7.853 eV
lowest unoccupied orbital energy = -1.19 eV

Geometry as ORCA input:
```
! wB97M-V def2-TZVPD RIJCOSX def2/J DEFGRID3
* xyz 0 1
O 1.80845 1.90048 -0.57467
C 2.28381 2.25470 0.48566
C 3.74358 2.13576 0.75152
C 4.57454 1.63071 -0.24015
C 5.93680 1.53248 -0.01644
C 6.47792 1.94380 1.19684
C 5.65404 2.44261 2.19170
C 4.28426 2.53328 1.97746
C 3.40964 3.04497 3.07043
O 3.87025 3.34039 4.15236
C 1.95056 3.18222 2.79663
C 1.11606 3.68490 3.78711
C -0.23730 3.84182 3.53792
C -0.76542 3.49698 2.29750
C 0.06265 2.98411 1.31361
C 1.41886 2.82147 1.55767
H 4.15017 1.31178 -1.18248
H 6.57725 1.13824 -0.78801
H 7.54412 1.87061 1.36589
H 6.06794 2.75932 3.13879
H 1.53128 3.95398 4.74825
H -0.88440 4.23659 4.30983
H -1.82315 3.62748 2.10136
H -0.34126 2.71032 0.34938
O -0.95393 -3.19360 -0.28413
C -1.94228 -2.89611 0.35401
C -3.11725 -3.80824 0.42618
C -3.07099 -5.02872 -0.23517
C -4.14086 -5.90210 -0.14738
C -5.26145 -5.56120 0.60271
C -5.31908 -4.33989 1.25141
C -4.25122 -3.45664 1.16191
C -4.33785 -2.13840 1.85397
O -5.34270 -1.81312 2.44945
C -3.15326 -1.23613 1.79772
C -3.19424 -0.01810 2.46421
C -2.08958 0.81619 2.44650
C -0.93898 0.43829 1.76229
C -0.89818 -0.76799 1.08375
C -2.00446 -1.60734 1.09637
H -2.19539 -5.29025 -0.81269
H -4.10205 -6.85396 -0.66017
H -6.09177 -6.25052 0.67901
H -6.18957 -4.06775 1.83166
H -4.08958 0.26890 2.99765
H -2.12152 1.76318 2.96923
H -0.07417 1.08987 1.75655
H -0.00543 -1.05913 0.54786
O -6.69385 2.18069 -3.96541
C -6.21773 2.54296 -2.91086
C -4.75352 2.44077 -2.65474
C -3.92083 1.94235 -3.64887
C -2.55397 1.87500 -3.43681
C -2.01024 2.30674 -2.23106
C -2.84016 2.78972 -1.23416
C -4.21056 2.85348 -1.43719
C -5.08018 3.35944 -0.33954
O -4.60947 3.66707 0.73711
C -6.54110 3.48192 -0.60155
C -7.36875 3.98461 0.39418
C -8.72386 4.13288 0.15575
C -9.25858 3.78006 -1.07879
C -8.44058 3.26670 -2.07019
C -7.08081 3.11093 -1.83539
H -4.34716 1.61258 -4.58590
H -1.90726 1.48953 -4.21363
H -0.93967 2.26332 -2.07102
H -2.42678 3.12288 -0.29317
H -6.94689 4.26115 1.35022
H -9.36670 4.52771 0.93119
H -10.31684 3.90491 -1.26560
H -8.85202 2.98777 -3.03010
C 8.82472 -4.60013 -0.26714
C 7.68824 -3.86042 -0.20974
N 7.14659 -3.37055 -1.42974
C 5.65800 -3.48931 -1.58749
C 4.87996 -2.19548 -1.84060
C 3.37226 -2.35566 -1.50782
C 2.79922 -3.70209 -1.93256
C 3.22637 -2.15787 0.03014
S 7.79403 -1.93090 -1.86276
O 9.20659 -1.97811 -1.75530
O 7.29050 -1.49340 -3.11025
F 7.32539 -0.96109 -0.72402
H 9.69582 -4.28475 0.29833
H 8.91628 -5.49195 -0.87384
H 7.15214 -3.70060 0.72318
H 5.28246 -3.95384 -0.67623
H 5.45372 -4.18273 -2.39666
H 4.92284 -1.98968 -2.90650
H 5.22030 -1.35921 -1.24178
H 2.82312 -1.55254 -1.99184
H 2.97313 -3.94055 -2.97997
H 3.13252 -4.49880 -1.27189
H 1.71672 -3.66556 -1.80381
H 4.21363 -2.05849 0.47791
H 2.68983 -2.97586 0.50311
H 2.72211 -1.21679 0.24001
*
```

Atomic partial charges in e from the Mulliken method, atoms 1 to 5:
1. O -0.727
2. C 0.479
3. C 0.053
4. C -0.573
5. C -0.461

=====

[4]
A molecular structure, C49H38N3O2P2ReSi in a non-equilibrium geometry. Source: the Open Molecules 2025 dataset; level of theory: ωB97M-V/def2-TZVPD.

Properties
E_HOMO (alpha / beta) = -16.59 / -16.51 eV
HOMO-LUMO gap (alpha / beta) = 5.871 / 6.242 eV
ΔE to the lowest compared entry with this formula, charge and spin = 61.09 kJ/mol
lowest unoccupied orbital energy (alpha / beta) = -10.72 / -10.27 eV

Geometry as ORCA input:
```
! wB97M-V def2-TZVPD RIJCOSX def2/J DEFGRID3
* xyz 3 2
Re 0.40948 -0.09435 -0.16990
C 2.99133 -2.84865 0.16110
Si 1.28798 -2.39462 0.67744
C 0.10796 -3.70918 0.10775
C 0.16883 -5.03936 0.54995
C -0.72467 -5.99158 0.08609
C -1.69668 -5.64613 -0.85065
C -1.75400 -4.35187 -1.33409
C -0.84798 -3.40204 -0.85114
P -0.77464 -1.76369 -1.54317
C 0.07049 -1.84311 -3.13170
C 0.39183 -3.08658 -3.68125
C 1.01316 -3.15631 -4.92206
C 1.32658 -1.99737 -5.61584
C 1.02688 -0.75551 -5.06853
C 0.40637 -0.67927 -3.83271
C -2.45675 -1.16006 -1.78228
C -2.76779 -0.29586 -2.83518
C -4.06390 0.17950 -2.98533
C -5.05265 -0.20592 -2.08978
C -4.74943 -1.06862 -1.03990
C -3.45525 -1.53752 -0.87912
C 1.19199 -2.19482 2.53678
C 1.05254 -3.26235 3.43342
C 1.16526 -3.06695 4.80250
C 1.43327 -1.80097 5.31802
C 1.56986 -0.72514 4.45964
C 1.43309 -0.93128 3.08479
P 1.64394 0.36259 1.88227
C 0.88341 1.89563 2.42644
C -0.15166 1.91593 3.36760
C -0.77122 3.11456 3.68690
C -0.37978 4.29314 3.05715
C 0.64048 4.27809 2.11179
C 1.27224 3.08428 1.79577
C 3.35077 0.73983 1.50516
C 4.18275 1.33026 2.45855
C 5.50639 1.59053 2.14120
C 5.99824 1.28106 0.87561
C 5.17276 0.70806 -0.08091
C 3.84977 0.43634 0.23889
H 3.22562 -3.80021 0.65142
H 3.73962 -2.12408 0.47878
H 3.06104 -3.00404 -0.91788
H 0.93393 -5.35328 1.24963
H -0.66392 -7.00997 0.44721
H -2.39249 -6.39087 -1.21391
H -2.48699 -4.08950 -2.08872
H 0.16732 -4.00112 -3.15033
H 1.25296 -4.12214 -5.34651
H 1.80547 -2.05869 -6.58428
H 1.27009 0.14747 -5.61288
H 0.16125 0.29477 -3.42838
H -2.02202 -0.02714 -3.57175
H -4.30803 0.82369 -3.81998
H -6.06787 0.14486 -2.22412
H -5.52890 -1.39551 -0.36342
H -3.23596 -2.23289 -0.07549
H 0.85715 -4.26308 3.07374
H 1.05446 -3.90667 5.47628
H 1.53455 -1.65700 6.38547
H 1.77996 0.25889 4.86283
H -0.45665 1.00556 3.86948
H -1.54389 3.13512 4.44487
H -0.85551 5.22856 3.32340
H 0.96254 5.20150 1.64726
H 2.09591 3.08469 1.09013
H 3.81046 1.58867 3.44350
H 6.15946 2.03671 2.87896
H 7.03267 1.48995 0.63573
H 5.56068 0.46635 -1.06154
H 3.21292 -0.04032 -0.50706
O -3.89550 6.06518 -1.10578
N -2.84642 5.64816 -1.51617
O -2.04900 6.27746 -2.18035
C -2.39695 4.32516 -0.99678
C -3.20528 3.75503 -0.08969
C -2.86981 2.48830 0.49655
C -3.65403 1.85975 1.48639
C -3.24418 0.66189 2.00945
C -2.06368 0.07979 1.54030
N -1.32687 0.65811 0.60033
C -1.71374 1.85782 0.08152
C -0.86110 2.46792 -0.89376
N 0.27214 1.76363 -1.21748
C 1.15261 2.28953 -2.07521
C 0.93403 3.52535 -2.66258
C -0.20971 4.22898 -2.36317
C -1.15808 3.71055 -1.44221
H -4.11240 4.27098 0.19866
H -4.56779 2.33139 1.82905
H -3.81294 0.15200 2.77464
H -1.69975 -0.86669 1.92573
H 2.03773 1.70270 -2.28869
H 1.66188 3.92752 -3.35380
H -0.38827 5.18851 -2.82061
*
```

Atomic partial charges in e from the Mulliken method, atoms 1 to 5:
1. Re 0.611
2. C -1.391
3. Si 0.938
4. C 0.887
5. C -0.579